Record 1
# C49H47BrCrN3O2

A molecular structure, C49H47BrCrN3O2 (the ωB97M-V functional and the def2-TZVPD basis, the OMol25 dataset).

The expectation value of S² is 3.7893. As for the calculated total energy: -158606.7479 eV. The multiplicity is 4. The highest occupied orbital energy (spin up / spin down) comes out at -0.2660 / -0.2685 hartree.

Structure (XYZ):
```
103
Properties=species:S:1:pos:R:3:forces:R:3:lowdin_charge:R:1
C -0.61668 2.19294 -1.80005 0.121 0.357 0.173 -0.434
C -0.14879 -4.41495 4.62431 -0.051 0.034 0.017 -0.079
N 2.32805 0.06265 0.93991 -0.198 -0.060 -0.316 0.111
C -0.17142 -2.89604 2.75229 0.085 0.000 -0.094 -0.173
H 4.41660 3.32176 2.46072 -0.004 0.018 -0.008 0.070
C 1.27122 -2.97770 -5.49964 -0.140 -0.104 -0.085 -0.088
H -4.62485 0.11444 -2.88192 -0.004 0.011 0.006 0.106
H 5.09450 2.60969 3.92504 -0.015 0.017 0.025 0.061
C 1.58321 -4.53402 2.96899 0.009 -0.014 0.029 -0.076
H 2.24184 0.73575 3.68249 0.013 0.001 0.045 0.059
H 1.28167 4.45147 -6.33554 -0.007 -0.010 -0.001 0.099
H 6.30465 0.91680 2.61447 0.025 -0.045 -0.051 0.116
Br 2.42355 -1.01438 -2.04863 -0.021 -0.243 -0.186 0.890
C -2.93441 3.13187 -1.18441 0.062 -0.033 -0.025 -0.038
H 2.88059 1.68385 -0.77355 -0.004 0.015 -0.019 0.029
H 3.67116 -1.21935 2.75601 0.072 -0.042 -0.028 0.110
C -1.27568 1.82170 3.24928 -0.050 0.084 0.061 -0.026
C 1.98087 -2.25540 -4.52566 0.024 0.110 0.174 -0.140
C -2.68352 -2.87875 -2.73870 -0.064 -0.087 -0.170 -0.079
C 3.72897 1.69098 -0.09649 -0.039 -0.092 0.038 -0.024
H -1.12447 4.52754 1.27253 -0.009 -0.018 -0.060 0.115
H -1.12494 4.63612 -5.80031 0.003 0.012 0.019 0.101
H -6.00533 -2.88788 1.08097 0.009 0.010 -0.024 0.100
H 2.78150 3.20446 -4.80563 -0.009 0.001 -0.008 0.102
H 1.41600 -3.12530 1.34625 -0.016 -0.024 0.001 0.115
H 5.02845 -0.52979 3.61274 0.025 0.006 -0.020 0.118
C -4.96949 -2.63684 1.27147 -0.046 0.043 0.011 -0.091
H -2.02019 3.63473 -3.74416 -0.008 -0.016 -0.008 0.112
H 3.58500 1.07401 4.77611 -0.006 0.027 0.008 0.062
H 1.04787 2.81218 -0.64866 0.055 0.082 -0.017 0.111
O -0.07082 0.90888 -1.74309 -0.598 0.943 -0.980 -0.311
H -0.58795 -3.88928 -6.00581 0.013 0.006 -0.007 0.109
C -4.31856 3.02231 -1.18333 -0.045 0.067 0.036 -0.080
H -2.48139 4.00868 -0.74198 0.035 -0.004 0.055 0.105
C -0.45763 4.11559 -5.12452 0.019 0.034 -0.064 -0.081
C -0.52517 2.54345 0.74036 0.086 -0.012 0.036 -0.226
C 1.01463 -5.00086 4.14358 0.044 -0.044 0.033 -0.098
H -3.07799 -0.06369 2.34306 0.100 0.144 0.047 0.101
C -2.14673 2.14310 -1.76513 0.089 -0.148 -0.080 -0.153
H -5.39559 -0.62462 1.87845 0.004 -0.014 0.006 0.102
C -4.93596 1.93109 -1.77417 -0.038 0.000 -0.032 -0.091
H 0.61300 -0.53520 3.05082 -0.021 -0.017 0.059 0.102
C 3.42227 0.72674 1.02162 0.054 0.064 0.079 -0.428
C -2.00464 -2.10002 -1.78277 0.154 0.153 0.118 -0.130
H -0.60621 -4.78238 5.53454 0.013 0.005 0.001 0.101
H 6.15342 3.43481 2.77741 -0.008 0.000 0.027 0.076
C -2.64846 -3.25629 1.32128 -0.001 0.001 -0.040 -0.032
H -2.57670 -1.76142 -0.92729 -0.031 -0.020 0.096 0.086
H -4.91544 3.79703 -0.71705 0.006 -0.009 -0.009 0.101
C -0.02709 2.98831 -0.60406 -0.222 -0.204 -0.243 -0.042
H -0.94930 -0.60042 3.84209 0.018 0.070 0.038 0.125
H -6.01526 1.84366 -1.76449 0.009 0.004 0.007 0.099
C -2.29180 -1.99182 1.79036 0.104 0.022 -0.015 -0.144
C -0.68704 -1.71874 -1.90909 0.093 -0.070 -0.144 -0.154
H 2.76194 -0.48790 4.85346 -0.010 0.012 0.011 0.080
C 3.10895 0.29716 4.17981 0.073 -0.030 -0.100 -0.064
N 4.34628 0.61125 2.02596 0.103 -0.052 0.059 -0.091
C -0.73834 -3.36868 3.93206 0.047 0.016 0.011 -0.034
H -1.53886 1.49735 4.24724 -0.014 -0.052 -0.028 0.117
C -0.96452 3.54571 -3.96339 0.050 0.049 0.100 -0.015
H -4.22055 -4.56643 0.70046 0.008 0.004 0.012 0.106
C -0.03170 -3.31499 -5.27381 0.101 -0.005 -0.075 -0.044
H 1.46963 -5.82278 4.68190 -0.002 0.001 -0.011 0.098
N -0.39622 1.24815 1.09644 -0.317 0.280 0.122 0.144
H -2.17015 0.33536 -2.89367 0.002 -0.081 0.020 0.116
C -2.04545 -3.27727 -3.87706 -0.108 0.017 0.069 -0.050
H 2.18733 -0.62689 1.67018 0.074 0.066 0.092 0.026
H 3.01916 -1.99753 -4.68269 0.001 -0.026 0.018 0.092
C -0.69359 -2.92463 -4.08645 0.110 0.121 0.158 -0.167
C -0.79147 -1.71411 1.99385 0.017 0.069 0.347 -0.439
H 1.87310 2.16055 -2.77078 -0.022 -0.011 -0.027 0.090
H -1.87192 -3.98859 1.13740 -0.004 0.001 0.006 0.133
H 3.90385 2.70566 0.26117 0.020 -0.001 -0.004 0.083
H 1.77164 -3.27392 -6.41255 -0.017 0.004 -0.005 0.101
H -2.55669 -3.85639 -4.63738 -0.004 -0.011 0.015 0.106
C 1.72976 3.31247 -4.57022 0.041 -0.011 0.036 -0.075
C 0.88950 4.00746 -5.42933 -0.035 0.013 -0.025 -0.096
C -0.46352 -0.47940 2.87384 -0.198 -0.229 -0.311 -0.046
C 1.22293 2.74053 -3.41533 0.039 -0.016 -0.020 -0.023
H -1.65760 -2.92701 4.30082 -0.015 -0.022 -0.005 0.122
C 5.27761 2.79005 2.86677 0.008 -0.131 -0.058 -0.069
C -4.16011 0.96395 -2.39648 0.027 -0.019 -0.009 -0.061
C -3.30114 -1.05677 1.98819 0.134 -0.057 -0.028 -0.015
Cr 0.01046 -0.35594 -0.49604 0.705 0.104 0.134 0.810
C -0.74569 0.90304 2.34930 -0.031 -0.036 0.037 -0.241
C -1.04865 3.49981 1.60044 0.029 0.070 0.110 -0.024
H 5.87352 1.69659 1.11052 0.010 -0.042 0.006 0.104
C 5.51408 1.47796 2.11435 -0.058 0.161 0.023 -0.214
H -0.19183 4.05835 -0.73080 -0.033 0.010 0.076 0.128
C 0.99334 -3.48373 2.27675 0.002 0.022 -0.030 -0.019
H 2.48278 -4.99577 2.58101 0.001 0.007 0.001 0.102
H -1.87443 3.86277 3.55200 0.022 0.011 0.008 0.113
C -2.77906 1.07793 -2.39948 0.057 -0.006 0.029 -0.012
H -3.72226 -3.14340 -2.57190 0.013 0.001 -0.002 0.101
C -4.62913 -1.37433 1.72505 -0.056 -0.005 -0.006 -0.077
C -0.12657 2.85961 -3.09252 -0.006 -0.121 -0.009 -0.126
C 1.35123 -1.88795 -3.37112 0.335 0.092 -0.011 -0.545
C 4.07683 -0.28182 3.14266 -0.188 0.050 0.067 -0.198
H 4.60799 1.36050 -0.65298 0.021 0.046 0.010 0.091
O -0.17398 -1.59227 0.75821 -0.552 -1.033 0.926 -0.283
C -1.44903 3.13761 2.87060 0.053 -0.104 -0.087 -0.037
C -0.00881 -2.16373 -3.08565 -0.186 -0.090 -0.125 -0.200
C -3.97010 -3.57905 1.06825 0.064 -0.047 -0.039 -0.074
```
Forces are in eV/Å.

Record 2
# C3H6CsMgO5

A molecular structure, C3H6CsMgO5 (the ωB97M-V functional and the def2-TZVPD basis, the OMol25 dataset).

As for the calculated total energy: -19438.7100 eV. The net charge is -1. The highest occupied orbital energy comes out at -0.0790 hartree.

Structure (XYZ):
```
16
Properties=species:S:1:pos:R:3:forces:R:3:lowdin_charge:R:1
O -2.23996 2.29336 -0.48415 0.983 -0.589 -0.779 -0.145
H 2.16092 -2.42235 -0.66890 0.053 0.076 0.212 0.102
O -3.64523 0.56284 -0.64178 -0.223 -1.610 -1.037 0.027
O 3.21868 -0.86032 0.19138 0.031 0.426 -0.204 -0.550
H 2.04020 -2.30880 1.10251 0.048 0.141 -0.191 0.105
O -0.33013 -1.58857 0.43751 -1.799 1.189 1.681 -0.114
O -2.52206 0.88157 1.23541 0.717 -0.633 -1.171 -0.062
C -2.64213 1.20861 0.02845 -0.804 2.892 3.031 -0.837
C 0.83107 -0.89487 0.04832 0.017 0.693 -0.011 -0.333
C 2.11811 -1.70192 0.17556 -0.026 -0.303 0.205 -0.418
Mg 3.28180 1.05369 0.02038 -0.004 -0.065 -0.050 0.424
H -0.90745 -0.95858 1.02255 1.351 -1.557 -1.758 0.118
H -3.31916 0.32704 -1.51768 -0.153 0.351 -0.092 0.086
Cs 0.26807 4.97078 -0.63494 -0.177 -0.931 0.148 0.411
H 0.73621 -0.56202 -1.00538 -0.002 0.109 0.311 0.110
H 0.95105 -0.00047 0.69076 -0.013 -0.190 -0.296 0.076
```
Forces are in eV/Å.